1.
Formula: C19H16NO5S2
Source: the Open Molecules 2025 dataset
Level of theory: ωB97M-V with the def2-TZVPD basis set

## Properties
* largest force on an atom: 0.02360 hartree/bohr
* molar mass: 402.47 g/mol
* DFT total energy: -1960.9410 a.u.
* gap between HOMO and LUMO: 5.6 eV

```
! RIJCOSX wB97M-V def2-TZVPD def2/J DEFGRID3
* xyz -1 1
C -3.13298 2.74560 -2.38314
C -4.15854 2.48107 -1.46991
C -3.85272 1.95931 -0.21293
C -2.52531 1.71515 0.11817
S -2.12563 1.03328 1.74407
C -1.41344 -0.59225 1.37943
C -0.11424 -0.81176 1.62615
S -2.36928 -1.79068 0.42846
C -1.43082 -2.04839 -1.09706
C -1.67801 -1.24948 -2.21536
C -0.92430 -1.41051 -3.38016
C 0.05595 -2.40785 -3.43973
C 0.29467 -3.22025 -2.32456
C -0.45109 -3.04182 -1.15720
O -2.37114 -3.03779 1.15053
O -3.60716 -1.16241 0.02110
O -1.07779 1.86462 2.28536
O -3.36643 0.83736 2.44689
C -1.49242 1.98404 -0.77755
C -1.80056 2.48354 -2.04365
H -3.37076 3.15505 -3.36700
H -5.20374 2.67122 -1.72126
H -4.63363 1.72428 0.50481
H 0.31988 -1.76389 1.35399
H 0.49178 -0.05615 2.10583
H -2.45252 -0.48809 -2.16938
H -1.11315 -0.75365 -4.23383
H 0.63508 -2.55089 -4.35524
H 1.06271 -3.99676 -2.35244
H -0.27636 -3.66842 -0.28660
H -0.46529 1.77037 -0.48759
H -0.99381 2.66481 -2.75724
O 2.74178 0.76502 1.17797
C 3.80177 0.62277 1.83134
C 3.92939 -0.31425 2.94648
C 5.14400 -0.47110 3.58878
N 6.24810 0.21815 3.26382
C 6.18030 1.11360 2.26588
C 5.02989 1.36417 1.54186
H 3.07158 -0.90576 3.25557
H 5.24502 -1.18719 4.41071
H 7.10525 1.65542 2.04138
H 5.04397 2.10052 0.74324
*
```

=====

2.
Formula: C16H39FN4O12P4S
Source: the Open Molecules 2025 dataset
Level of theory: ωB97M-V with the def2-TZVPD basis set

## Properties
* largest force on an atom: 0.10415 hartree/bohr
* molar mass: 654.47 g/mol
* DFT total energy: -3618.6134 a.u.
* gap between HOMO and LUMO: 9.5 eV
* structure (SMILES): C[C@H](F)[C@](C#N)(CN)[C@@](S)(C#N)[PH2]=N.COP(=O)(OC)OC.COP(=O)(OC)OC.COP(=O)(OC)OC

```
! RIJCOSX wB97M-V def2-TZVPD def2/J DEFGRID3
* xyz 0 1
C 4.41327 2.26850 3.50538
C 3.10190 2.18879 2.69401
F 2.68843 0.84276 2.63014
C 3.18342 2.72012 1.20740
C 3.01908 1.55265 0.25149
N 2.81494 0.74065 -0.48854
C 4.51045 3.45675 0.83822
N 5.68199 2.58659 0.67257
C 1.91237 3.64616 0.98371
S 2.01375 5.18097 1.98257
C 1.80664 4.06717 -0.47755
N 1.65494 4.45146 -1.51931
P 0.26753 2.73974 1.36445
N -0.93228 3.40474 0.59015
H 4.17665 1.92526 4.53617
H 4.79672 3.30139 3.56401
H 5.20633 1.58608 3.13799
H 2.32765 2.71526 3.28602
H 4.73984 4.21312 1.61785
H 4.39950 4.02251 -0.11252
H 5.91954 2.47439 -0.30716
H 5.55829 1.66406 1.07963
H 0.72894 5.64375 1.91149
H 0.16402 2.82922 2.78356
H 0.43289 1.34621 1.08843
H -1.34692 2.67206 0.00923
C 0.04728 -1.49699 -0.75631
O -0.91752 -0.57560 -1.27515
P -1.77100 -1.02710 -2.53827
O -1.53446 -2.39645 -3.00751
O -1.48028 0.11150 -3.61224
C -0.15059 0.20069 -4.12104
O -3.25129 -0.70178 -2.08396
C -4.28850 -0.91746 -3.04332
H 0.79430 -1.73140 -1.51379
H 0.54201 -1.02640 0.09139
H -0.44182 -2.41060 -0.41909
H 0.19939 -0.77544 -4.46193
H 0.51850 0.58644 -3.34920
H -0.15237 0.89013 -4.96235
H -4.38364 -1.98177 -3.26062
H -4.08112 -0.36872 -3.96318
H -5.22591 -0.55547 -2.62603
C 4.91050 -2.06019 2.57747
O 5.89460 -3.07601 2.37212
P 7.30855 -2.61350 1.81387
O 7.47700 -1.16460 1.64065
O 7.49012 -3.47321 0.48641
C 6.59887 -3.19855 -0.59254
O 8.31724 -3.30740 2.81474
C 9.71205 -3.15648 2.54179
H 4.68769 -1.55690 1.63594
H 4.00228 -2.53014 2.94936
H 5.26065 -1.33574 3.31267
H 6.56660 -2.12850 -0.80550
H 5.59758 -3.55882 -0.34903
H 6.95768 -3.72440 -1.47447
H 10.00835 -2.11401 2.66283
H 9.94402 -3.49279 1.53026
H 10.26494 -3.76876 3.25063
C -10.47584 -2.38438 -2.97775
O -10.28879 -1.04013 -2.52417
P -9.57968 -0.82591 -1.11751
O -9.11069 -2.04381 -0.44862
O -10.64012 0.02767 -0.29004
C -11.86698 -0.61333 0.04820
O -8.46012 0.24516 -1.45571
C -7.67734 0.72834 -0.36473
H -11.09823 -2.93908 -2.27558
H -10.97745 -2.34801 -3.94288
H -9.51472 -2.88343 -3.09581
H -11.68175 -1.58502 0.50970
H -12.48070 -0.73797 -0.84616
H -12.39930 0.01892 0.75548
H -7.06320 -0.07738 0.03965
H -8.31982 1.13281 0.41883
H -7.02686 1.52160 -0.72694
*
```

=====

3.
Formula: CH3Br3N
Source: the Open Molecules 2025 dataset
Level of theory: ωB97M-V with the def2-TZVPD basis set

## Properties
* largest force on an atom: 0.13498 hartree/bohr
* molar mass: 268.75 g/mol
* DFT total energy: -7816.3385 a.u.
* gap between HOMO and LUMO: 7.4 eV

```
! RIJCOSX wB97M-V def2-TZVPD def2/J DEFGRID3
* xyz 1 1
C 2.05904 0.17913 -0.02225
N -1.80107 -0.21677 0.05255
Br 2.25973 2.00090 0.09869
Br 3.24737 -0.76696 -1.08082
Br 0.68913 -0.58905 0.75935
H -1.90173 0.70952 0.06196
H -2.30953 -0.70390 -0.78193
H -2.24294 -0.61287 0.91246
*
```

=====

4.
Formula: C2H4S
Source: the Open Molecules 2025 dataset
Level of theory: ωB97M-V with the def2-TZVPD basis set

## Properties
* largest force on an atom: 0.06547 hartree/bohr
* molar mass: 60.12 g/mol
* DFT total energy: -476.7497 a.u.
* gap between HOMO and LUMO: 8.5 eV
* structure (SMILES): CC=S

```
! RIJCOSX wB97M-V def2-TZVPD def2/J DEFGRID3
* xyz 0 1
C 0.63786 -0.32750 -0.02988
C -0.61019 0.50839 -0.05342
H 1.23380 -0.13454 -0.84399
H 0.39720 -1.39059 -0.01982
H 1.07280 -0.04155 0.96968
H -0.63171 1.59749 -0.00496
S -2.09975 -0.21170 -0.01761
*
```

=====

5.
Formula: C23H25N3O5S
Source: the Open Molecules 2025 dataset
Level of theory: ωB97M-V with the def2-TZVPD basis set

## Properties
* largest force on an atom: 0.02184 hartree/bohr
* molar mass: 455.54 g/mol
* DFT total energy: -1830.0962 a.u.
* gap between HOMO and LUMO: 9.2 eV
* structure (SMILES): COc1ccc(S(=O)(=O)N(CC(=O)NCc2ccncc2)c2ccc(C)cc2)cc1OC

```
! RIJCOSX wB97M-V def2-TZVPD def2/J DEFGRID3
* xyz 0 1
C 0.63464 0.23322 -6.41502
H 0.36145 1.22961 -6.77602
H 1.67848 0.23758 -6.08594
H 0.51483 -0.48767 -7.22184
O -0.22990 -0.20090 -5.39144
C -0.30839 0.52802 -4.25391
C 0.42489 1.67507 -3.98903
C 0.27892 2.34365 -2.77920
C -0.62739 1.87070 -1.86215
C -1.38072 0.73027 -2.09744
C -1.22569 0.03979 -3.28596
O -1.88245 -1.09562 -3.61569
C -2.76473 -1.65234 -2.66729
H -3.14396 -2.56415 -3.12534
H -3.59966 -0.97857 -2.45286
H -2.24746 -1.89682 -1.73402
H -2.08081 0.42051 -1.34081
S -0.72573 2.58345 -0.23536
O -2.05933 2.47747 0.27102
O -0.08248 3.86259 -0.19555
N 0.25911 1.52814 0.65603
C -0.20939 0.19627 0.71622
C 0.44526 -0.86488 0.10047
C -0.07191 -2.14454 0.19205
C -1.24797 -2.40116 0.88385
C -1.88953 -1.33352 1.50256
C -1.37747 -0.05354 1.43187
H -1.88696 0.77116 1.90254
H -2.79968 -1.51110 2.05627
C -1.79078 -3.79040 1.00238
H -2.87843 -3.78477 0.99458
H -1.45936 -4.22085 1.94833
H -1.43121 -4.42142 0.19337
H 0.45002 -2.95746 -0.29169
H 1.36002 -0.70448 -0.44730
C 1.67261 1.74379 0.43806
H 1.83724 2.82036 0.53154
H 2.01363 1.43133 -0.55767
C 2.48920 1.00040 1.49568
O 3.53073 0.43557 1.24528
N 1.93902 1.06928 2.72477
H 1.01535 1.47146 2.79338
C 2.38106 0.21844 3.81200
C 1.59359 -1.06729 3.80073
C 2.02335 -2.15286 3.04732
C 1.23762 -3.29301 3.01972
N 0.09166 -3.40566 3.67008
C -0.32259 -2.36830 4.37626
C 0.38447 -1.18096 4.47555
H 0.00385 -0.36415 5.07023
H -1.26656 -2.49925 4.88886
H 1.53846 -4.16346 2.45178
H 2.94731 -2.10059 2.49340
H 3.44185 0.01639 3.64669
H 2.24718 0.75281 4.75559
H 0.84778 3.23110 -2.55535
H 1.12445 2.05599 -4.71482
*
```

=====

| no. | LUMO (eV) | HOMO level (eV) |
| --- | --- | --- |
| 1 | 2.0 | -3.632 |
| 2 | 0.2 | -9.317 |
| 3 | -6.6 | -14.034 |
| 4 | -0.1 | -8.674 |
| 5 | 0.6 | -8.540 |